No. 1
Density functional theory data (ωB97M-V with the def2-TZVPD basis set) for C45H32ClO5PPtS6Sb as an isolated structure.

As for the spin multiplicity: 5. The total charge is +1. The HOMO-LUMO gap (alpha / beta) is 7.23 / 5.63 eV. As for the energy relative to the best compared isomer or geometry (same formula, charge and spin): 0.0 kJ/mol.

Geometry as XYZ:
```
92
Properties=species:S:1:pos:R:3:forces:R:3:mulliken_charge:R:1
Pt 0.8388 -0.2666 1.1131 0.09 0.55 0.60 1.968
O -2.1166 -5.6878 1.1668 0.18 -0.13 0.01 -0.557
C -1.2630 -4.8521 1.1533 -0.15 0.05 -0.01 0.326
C -0.6980 -4.1464 -0.0922 0.06 -0.09 -0.01 0.351
O -0.6828 -4.5629 -1.2175 -0.12 0.09 -0.03 -0.603
C -0.1365 -2.8689 0.4243 0.01 0.08 0.13 1.071
C -0.0338 -2.9048 1.8644 0.14 0.06 -0.15 1.117
O 0.5026 -1.9794 2.5061 -0.05 -0.22 -0.10 -1.045
C -0.6383 -4.1690 2.3816 0.17 -0.16 0.13 0.017
O -0.6255 -4.5851 3.5061 -0.06 0.05 -0.03 -0.557
O 0.2357 -1.8695 -0.2424 0.08 0.06 -0.29 -1.286
Cl 3.7376 -0.5214 1.2182 0.23 -0.19 0.08 -0.006
C 3.9666 1.0618 1.9096 -0.16 0.08 -0.13 0.316
C 5.0133 1.2615 2.7880 -0.01 -0.01 -0.02 -0.735
C 5.2103 2.5295 3.3154 0.00 0.01 0.00 -0.458
C 4.3693 3.5748 2.9635 0.01 0.00 0.01 -0.840
C 3.3195 3.3577 2.0845 -0.03 -0.01 0.02 -0.342
C 3.1004 2.0932 1.5416 -0.05 0.09 0.02 0.166
P 1.7567 1.7494 0.3600 -0.06 -0.60 -0.20 -0.333
C 2.6111 1.6178 -1.2268 0.02 0.07 0.00 1.193
C 2.4937 0.4539 -1.9797 -0.01 -0.02 0.01 -0.350
C 3.1948 0.3222 -3.1697 -0.01 -0.01 -0.01 -0.822
C 4.0114 1.3531 -3.6099 0.01 0.01 0.00 -0.589
C 4.1463 2.5111 -2.8528 0.00 -0.01 0.01 -0.792
C 3.4584 2.6394 -1.6576 -0.02 0.02 -0.02 -0.296
C 0.6926 3.2027 0.3734 0.06 0.05 0.00 0.803
C -0.0357 3.4643 1.5359 0.01 0.00 0.00 -0.254
C -0.8420 4.5876 1.6088 -0.02 0.00 0.00 -0.895
C -0.9392 5.4462 0.5193 0.00 -0.01 0.00 -0.556
C -0.2307 5.1781 -0.6417 -0.01 -0.01 -0.01 -0.721
C 0.5883 4.0595 -0.7176 -0.05 -0.01 -0.03 -0.673
H 5.6617 0.4371 3.0499 0.00 0.00 0.00 0.491
H 6.0267 2.6966 4.0048 0.00 0.00 0.00 0.394
H 4.5278 4.5619 3.3757 0.00 0.00 0.00 0.427
H 2.6612 4.1761 1.8217 0.00 -0.01 -0.01 0.408
H 1.8771 -0.3637 -1.6251 -0.03 -0.01 0.00 0.249
H 3.1106 -0.5915 -3.7434 0.00 0.01 0.00 0.505
H 4.5604 1.2488 -4.5366 0.00 0.00 0.00 0.428
H 4.7985 3.3069 -3.1868 0.00 0.00 0.00 0.447
H 3.5884 3.5324 -1.0565 0.00 0.00 0.00 0.537
H 0.0260 2.7926 2.3837 0.01 0.00 0.00 0.403
H -1.3911 4.7953 2.5182 0.00 0.00 0.00 0.501
H -1.5671 6.3258 0.5788 0.00 0.00 0.00 0.407
H -0.3096 5.8416 -1.4929 0.00 0.00 0.00 0.442
H 1.1307 3.8532 -1.6304 0.01 0.00 0.00 0.485
C 3.1330 -5.9891 3.4559 0.00 0.01 -0.04 -0.751
S 2.4752 -6.9543 2.0697 -0.09 0.10 0.04 -0.013
C 3.6343 -6.6374 0.8136 0.05 0.02 -0.08 0.043
C 3.9897 -5.3872 0.2679 -0.13 0.04 -0.05 -0.095
S 3.3280 -3.9119 0.6494 -0.06 -0.04 0.08 0.019
S 5.1790 -5.4891 -1.0163 0.02 -0.02 0.00 -0.015
C 5.3012 -7.2171 -1.1171 0.01 -0.01 0.02 0.106
S 6.2186 -8.0261 -2.1784 0.01 0.00 -0.01 -0.154
S 4.3396 -8.0218 0.1002 0.02 0.03 0.00 -0.010
H 2.4571 -6.1995 4.2802 -0.03 -0.02 0.07 0.340
H 3.1268 -4.9255 3.2424 -0.01 0.00 -0.04 0.179
H 4.1327 -6.3374 3.7036 -0.01 0.01 0.01 0.363
S -1.4719 0.1907 1.8452 -0.06 0.14 0.10 -0.737
Sb -2.8171 0.4885 0.0008 0.04 -0.01 -0.03 1.846
C -4.5415 1.4912 0.6223 -0.03 0.00 0.03 0.378
C -5.7831 0.8821 0.4808 0.00 -0.01 -0.04 -0.503
C -6.9225 1.5471 0.9130 0.00 0.02 0.00 -0.657
C -6.8168 2.8096 1.4781 0.01 0.00 0.00 -0.528
C -5.5741 3.4149 1.6190 -0.01 0.00 0.00 -0.615
C -4.4310 2.7556 1.1955 0.04 0.00 0.02 -0.549
C -3.3692 -1.3839 -0.7402 -0.04 -0.03 -0.01 0.787
C -3.4844 -1.5988 -2.1084 0.04 0.01 -0.02 -0.563
C -3.8655 -2.8517 -2.5703 0.00 -0.01 0.00 -0.714
C -4.1339 -3.8728 -1.6711 -0.01 -0.01 0.00 -0.563
C -4.0266 -3.6537 -0.3035 -0.02 0.04 -0.02 -0.716
C -3.6392 -2.4074 0.1666 0.00 -0.02 0.04 -0.711
C -2.0208 1.5839 -1.5936 -0.04 0.02 -0.05 0.512
C -2.6623 2.7460 -2.0106 -0.03 0.01 0.05 -0.571
C -2.1915 3.4253 -3.1252 0.00 0.02 0.00 -0.706
C -1.0893 2.9444 -3.8162 0.03 0.00 -0.01 -0.708
C -0.4511 1.7837 -3.3982 0.00 0.00 0.04 -0.650
C -0.9179 1.0961 -2.2865 0.04 -0.01 -0.04 -0.593
H -5.8693 -0.1032 0.0372 0.00 0.00 0.01 0.447
H -7.8911 1.0769 0.8090 0.00 0.00 0.00 0.417
H -7.7066 3.3249 1.8145 0.00 0.00 0.00 0.387
H -5.4970 4.3980 2.0642 0.00 0.00 0.00 0.424
H -3.4594 3.2224 1.3202 -0.01 0.00 0.00 0.564
H -3.2669 -0.8060 -2.8150 -0.01 0.00 0.00 0.470
H -3.9463 -3.0308 -3.6341 0.01 0.00 0.00 0.422
H -4.4222 -4.8493 -2.0364 0.01 0.00 0.01 0.408
H -4.2237 -4.4564 0.3937 -0.03 0.01 -0.02 0.441
H -3.5481 -2.2363 1.2348 0.01 0.00 0.00 0.524
H -3.5308 3.1194 -1.4808 0.01 0.00 0.00 0.460
H -2.6923 4.3256 -3.4566 0.00 0.00 0.00 0.440
H -0.7288 3.4712 -4.6904 0.00 0.00 0.00 0.398
H 0.4073 1.4109 -3.9400 0.03 -0.03 -0.01 0.482
H -0.4368 0.1755 -1.9764 0.03 -0.02 0.01 0.522
```
Forces are in eV/Å.

No. 2
Density functional theory data (ωB97M-V with the def2-TZVPD basis set) for the molecule C4H10O2.

As for the SMILES: CC[C@@H](O)CO. The HOMO-LUMO gap is 10.92 eV. As for the energy relative to the best compared isomer or geometry (same formula, charge and spin): 58.4 kJ/mol.

Geometry as XYZ:
```
16
Properties=species:S:1:pos:R:3:forces:R:3:mulliken_charge:R:1
C -2.1752 -0.5853 -0.0604 -0.04 -0.04 -0.01 -1.181
C -1.0140 0.2811 0.4196 0.03 0.07 0.03 -0.481
C 0.3404 -0.3051 0.0435 -0.06 0.13 0.31 0.238
O 0.3358 -0.6066 -1.3366 0.22 -0.10 -0.14 -0.547
C 1.4819 0.6631 0.3233 -0.32 0.13 0.10 -0.590
O 2.6619 0.0588 -0.1928 0.26 0.15 -0.01 -0.529
H -3.1371 -0.1269 0.1922 0.14 -0.07 -0.02 0.369
H -2.1228 -0.7111 -1.1448 -0.05 0.00 0.16 0.294
H -2.1430 -1.5817 0.3952 0.00 0.13 -0.05 0.293
H -1.0992 1.2829 -0.0226 0.02 -0.13 0.03 0.348
H -1.0526 0.4056 1.5100 0.02 -0.01 -0.15 0.314
H 0.5159 -1.2243 0.6306 -0.03 0.09 -0.12 0.175
H 1.2650 -0.7746 -1.5560 -0.19 0.01 -0.10 0.351
H 1.5769 0.8624 1.4005 -0.02 -0.07 -0.15 0.278
H 1.2706 1.6103 -0.1943 0.05 -0.15 0.06 0.362
H 3.2954 0.7515 -0.4073 -0.04 -0.15 0.04 0.308
```
Forces are in eV/Å.

No. 3
Density functional theory data (ωB97M-V with the def2-TZVPD basis set) for a 2-piece molecular cluster, C6H7N overall in a non-equilibrium geometry.

As for the SMILES: N#CC1C=CC=C1.[H][H]. The HOMO-LUMO gap is 10.01 eV. As for the energy relative to the best compared isomer or geometry (same formula, charge and spin): 229.1 kJ/mol.

Geometry as XYZ:
```
14
Properties=species:S:1:pos:R:3:forces:R:3:mulliken_charge:R:1
N 0.0483 3.1379 -0.0867 0.05 -1.03 0.43 -0.411
C 0.0964 2.0753 0.3675 -0.04 0.92 -0.38 0.128
C 0.1555 0.7312 0.9550 0.00 -0.03 0.00 0.389
C 1.4703 0.0236 0.7078 0.03 -0.12 -0.05 -0.697
C 1.2251 -1.1586 0.1275 0.05 0.11 0.07 -0.325
C -0.2238 -1.3123 -0.0840 -0.10 0.11 0.07 -0.358
C -0.8614 -0.2241 0.3687 0.04 -0.14 -0.04 -0.701
H -0.0127 0.8344 2.0379 0.02 -0.01 -0.12 0.321
H 2.4288 0.4425 0.9895 -0.14 -0.07 -0.05 0.384
H 1.9675 -1.8996 -0.1485 -0.10 0.13 0.05 0.420
H -0.6902 -2.1798 -0.5389 0.06 0.15 0.07 0.432
H -1.9252 -0.0192 0.3516 0.17 -0.03 0.00 0.414
H -1.6366 -0.1688 -2.4492 -0.06 0.00 -0.05 -0.204
H -2.2291 -0.2585 -2.8896 0.04 0.01 0.01 0.207
```
Forces are in eV/Å.

No. 4
Density functional theory data (ωB97M-V with the def2-TZVPD basis set) for the molecule C2H3ClO2S in a non-equilibrium geometry.

As for the SMILES: C=CS(=O)(=O)Cl. The HOMO-LUMO gap is 9.81 eV. As for the energy relative to the best compared isomer or geometry (same formula, charge and spin): 178.4 kJ/mol.

Geometry as XYZ:
```
9
Properties=species:S:1:pos:R:3:forces:R:3:mulliken_charge:R:1
C 0.6320 0.9582 0.7763 -0.18 -0.28 -0.36 -0.489
C 0.2307 -0.2930 0.7867 -1.03 1.46 -2.63 -0.131
S -0.8837 -0.6135 -0.6302 0.81 1.47 -1.02 0.880
O -1.6762 0.5606 -0.8722 1.24 -0.30 0.14 -0.461
O -1.5571 -1.8427 -0.6367 0.06 -1.71 0.33 -0.460
Cl 0.6740 -0.7466 -2.3828 -1.45 0.18 1.83 -0.264
H 1.3174 1.1869 1.5112 1.48 0.69 1.59 0.252
H 0.4682 1.7312 0.0710 -0.83 0.39 -0.59 0.257
H 0.7947 -0.9409 1.3767 -0.10 -1.90 0.70 0.417
```
Forces are in eV/Å.

No. 5
Density functional theory data (ωB97M-V with the def2-TZVPD basis set) for C2H6P2S as an isolated structure in a non-equilibrium geometry.

The HOMO-LUMO gap (alpha / beta) is 7.13 / 7.13 eV. As for the energy relative to the best compared isomer or geometry (same formula, charge and spin): 148.3 kJ/mol.

Geometry as XYZ:
```
11
Properties=species:S:1:pos:R:3:forces:R:3:mulliken_charge:R:1
C -3.0602 -0.5749 -0.3008 1.27 1.09 0.82 -0.938
C 2.4739 -1.1530 -1.2852 -0.30 2.58 -3.33 -0.731
P -1.1270 -0.3446 -0.5456 -0.99 -0.46 0.65 0.154
P -0.4120 -0.7848 1.2713 2.25 0.18 -1.60 0.067
S 2.2145 -0.5508 0.3527 -1.51 0.30 1.77 -0.244
H -3.3073 -1.6417 -0.2689 -0.09 0.43 -0.16 0.310
H -3.4588 -0.0014 0.5836 0.49 -0.82 -0.77 0.311
H -3.3795 -0.0424 -1.1878 -0.62 -0.36 -0.23 0.289
H 1.8007 -0.5865 -2.0897 1.29 -0.94 1.67 0.227
H 2.1983 -2.1611 -1.4002 0.14 -1.45 -0.07 0.292
H 3.5585 -0.9281 -1.6827 -1.94 -0.56 1.23 0.263
```
Forces are in eV/Å.

No. 6
Density functional theory data (ωB97M-V with the def2-TZVPD basis set) for the molecule C4H6O2.

As for the SMILES: CC(=O)CC=O. The HOMO-LUMO gap is 10.52 eV. As for the energy relative to the best compared isomer or geometry (same formula, charge and spin): 75.3 kJ/mol.

Geometry as XYZ:
```
12
Properties=species:S:1:pos:R:3:forces:R:3:mulliken_charge:R:1
C -1.4956 0.9462 -0.5014 -0.13 0.01 -0.03 -1.106
C -0.6338 0.0270 0.3316 -0.16 -0.06 0.21 0.728
O -1.0316 -0.4729 1.3617 0.19 0.16 -0.41 -0.550
C 0.7631 -0.2173 -0.2034 0.04 -0.13 0.01 -0.512
C 1.6351 -1.0906 0.6726 0.27 -0.12 -0.07 -0.016
O 2.5781 -1.7104 0.2430 -0.38 0.25 0.13 -0.473
H -1.2628 0.8767 -1.5684 0.00 0.00 0.17 0.336
H -1.3131 1.9795 -0.1857 0.01 -0.10 -0.03 0.278
H -2.5479 0.7179 -0.3310 0.09 0.04 0.01 0.345
H 0.6932 -0.6785 -1.1916 0.01 0.03 -0.03 0.299
H 1.2561 0.7500 -0.3674 0.01 -0.08 0.06 0.330
H 1.3592 -1.1276 1.7401 0.04 0.00 -0.03 0.342
```
Forces are in eV/Å.

One value per record, in order, for total energy: -5660.1357, -308.8759, -287.5000, -1086.7828, -1160.5977, -306.4776 a.u..